Record 1
ORCA calculation (ωB97M-V/def2-TZVPD) on a structure of composition C3H10InO.

Cartesian coordinates (Å):
C: -1.032 -0.639 -1.466
C: 0.422 -0.872 -1.076
O: 1.172 0.303 -0.906
C: 0.628 1.190 0.105
In: 0.209 0.381 2.149
H: -1.631 -0.321 -0.613
H: -1.096 0.132 -2.239
H: -1.460 -1.560 -1.867
H: 0.453 -1.472 -0.158
H: 0.928 -1.431 -1.868
H: -0.255 1.693 -0.312
H: 1.395 1.960 0.213
H: -0.839 1.582 2.939
H: -0.628 -1.181 2.061
H: 1.732 0.233 3.040

The value obtained for the electronic energy is -385.59372 Eh. The molecular weight comes out at 176.93 g mol⁻¹. For the HOMO energy, the calculation gives -3.92 eV. As for the net charge: -1. As for the LUMO energy: 3.52 eV. For the frontier orbital gap, the calculation gives 7.432 eV.

---

Record 2
ORCA calculation (ωB97M-V/def2-TZVPD) on a cluster of 2 separate species, C3H10N in total in a non-equilibrium geometry.

Cartesian coordinates (Å):
C: 0.883 1.693 0.300
H: 2.992 -4.145 -4.499
H: 1.422 2.319 -0.401
H: 1.366 1.625 1.260
H: 3.544 -4.001 -4.989
C: -0.855 -0.069 0.729
C: -0.387 1.057 -0.122
N: -1.578 0.047 1.990
H: -0.707 -1.081 0.404
H: -1.218 1.636 -0.570
H: -0.114 0.644 -1.082
H: -2.621 0.036 1.916
H: -1.262 -0.698 2.583
H: -1.465 0.937 2.480

The value obtained for the electronic energy is -174.80411 Eh. The molecular weight comes out at 60.12 g mol⁻¹. Its expectation value of S² is 0.75. For the energy above the lowest of the compared OMol25 structures with the same formula, charge and spin, the calculation gives 107.4 kcal/mol. For the HOMO energy (spin up / spin down), the calculation gives -5.50 / -5.43 eV. The spin multiplicity is 2. As for the LUMO energy (spin up / spin down): 0.48 / 0.48 eV. For the frontier orbital gap (spin up / spin down), the calculation gives 5.980 / 5.904 eV.

---

Record 3
ORCA calculation (ωB97M-V/def2-TZVPD) on the ion C3H10N with charge +1 in a non-equilibrium geometry.

Cartesian coordinates (Å):
C: 1.114 -1.474 -0.578
C: 0.715 -0.300 0.424
N: -0.736 0.154 -0.072
C: -1.013 1.555 0.290
H: 1.565 -1.131 -1.563
H: 1.906 -2.032 -0.079
H: 0.240 -2.119 -0.950
H: 0.798 -0.386 1.485
H: 1.485 0.460 0.471
H: -1.373 -0.361 0.488
H: -0.742 -0.103 -1.086
H: -0.987 1.894 1.315
H: -2.072 1.642 -0.138
H: -0.564 2.374 -0.263

The value obtained for the electronic energy is -174.74798 Eh. The molecular weight comes out at 60.12 g mol⁻¹. Its SMILES is CC[NH2+]C. For the energy above the lowest of the compared OMol25 structures with the same formula, charge and spin, the calculation gives 39.9 kcal/mol. For the HOMO energy, the calculation gives -16.58 eV. As for the net charge: +1. As for the LUMO energy: -3.51 eV. For the frontier orbital gap, the calculation gives 13.074 eV.

---

Record 4
ORCA calculation (ωB97M-V/def2-TZVPD) on the ion C3H10N with charge +1 in a non-equilibrium geometry.

Cartesian coordinates (Å):
C: 1.960 0.217 0.013
C: 0.695 -0.589 0.084
C: -0.694 0.663 0.108
N: -1.829 -0.210 0.000
H: 2.001 0.951 0.739
H: 2.585 -0.647 0.119
H: 2.043 0.586 -0.999
H: 0.554 -1.240 0.896
H: 0.486 -1.112 -0.777
H: -0.647 1.398 0.837
H: -0.525 1.282 -0.755
H: -2.049 -0.896 0.860
H: -1.779 -0.693 -0.932
H: -2.799 0.290 -0.195

The value obtained for the electronic energy is -174.72425 Eh. The molecular weight comes out at 60.12 g mol⁻¹. Its SMILES is CCC[NH3+]. For the energy above the lowest of the compared OMol25 structures with the same formula, charge and spin, the calculation gives 54.8 kcal/mol. For the HOMO energy, the calculation gives -15.04 eV. As for the net charge: +1. As for the LUMO energy: -4.11 eV. For the frontier orbital gap, the calculation gives 10.928 eV.

---

Record 5
ORCA calculation (ωB97M-V/def2-TZVPD) on a cluster of 2 separate species, C3H10N2 in total in a non-equilibrium geometry.

Cartesian coordinates (Å):
C: 1.308 -0.086 2.563
C: 1.921 -0.936 1.721
H: 1.877 0.559 3.263
H: 0.269 0.344 2.428
H: 3.033 -1.047 1.639
H: 1.349 -1.547 0.982
N: -0.871 1.321 -2.160
C: -1.308 -0.085 -1.676
N: -0.947 -0.255 -0.194
H: -0.742 1.439 -3.271
H: 0.001 1.403 -1.694
H: -0.874 -0.905 -2.216
H: -2.398 -0.125 -1.669
H: -1.682 -0.854 0.242
H: -0.935 0.774 0.043

The value obtained for the electronic energy is -229.64951 Eh. The molecular weight comes out at 74.13 g mol⁻¹. Its expectation value of S² is 0.75. For the energy above the lowest of the compared OMol25 structures with the same formula, charge and spin, the calculation gives 67.4 kcal/mol. For the HOMO energy (spin up / spin down), the calculation gives 1.91 / -4.52 eV. As for the net charge: -1. The spin multiplicity is 2. As for the LUMO energy (spin up / spin down): 3.88 / 4.02 eV. For the frontier orbital gap (spin up / spin down), the calculation gives 1.973 / 8.547 eV.

---

Record 6
ORCA calculation (ωB97M-V/def2-TZVPD) on a cluster of 2 separate species, C3H10N2 in total in a non-equilibrium geometry.

Cartesian coordinates (Å):
C: 1.122 2.063 0.671
N: 1.260 0.850 0.357
C: 1.436 0.401 -1.020
H: 0.115 2.448 0.881
H: 1.877 2.829 0.406
H: 0.751 0.889 -1.711
H: 2.450 0.538 -1.427
H: 1.202 -0.660 -1.073
C: -1.396 -1.905 0.371
N: -1.645 -0.477 0.188
H: -1.336 -2.374 -0.617
H: -0.481 -2.120 0.921
H: -2.204 -2.419 0.893
H: -2.377 -0.057 0.740
H: -0.775 -0.005 0.419

The value obtained for the electronic energy is -229.69305 Eh. The molecular weight comes out at 74.13 g mol⁻¹. Its SMILES is C=NC.CN. For the energy above the lowest of the compared OMol25 structures with the same formula, charge and spin, the calculation gives 72.9 kcal/mol. For the HOMO energy, the calculation gives -8.38 eV. As for the LUMO energy: 0.07 eV. For the frontier orbital gap, the calculation gives 8.453 eV.

---

Record 7
ORCA calculation (ωB97M-V/def2-TZVPD) on a cluster of 2 separate species, C3H10N2 in total in a non-equilibrium geometry.

Cartesian coordinates (Å):
C: 1.924 0.640 0.368
N: 1.878 0.102 -0.761
C: 1.953 -1.356 -0.797
H: 1.740 1.707 0.516
H: 2.227 0.335 1.383
H: 2.314 -1.841 0.121
H: 0.904 -1.642 -0.831
H: 2.476 -1.696 -1.683
C: -1.940 0.050 -0.009
N: -2.437 1.357 0.443
H: -2.505 -0.748 0.470
H: -2.025 0.084 -1.095
H: -0.883 -0.060 0.232
H: -2.209 1.600 1.394
H: -3.416 1.470 0.249

The value obtained for the electronic energy is -229.74579 Eh. The molecular weight comes out at 74.13 g mol⁻¹. Its SMILES is C=NC.CN. For the energy above the lowest of the compared OMol25 structures with the same formula, charge and spin, the calculation gives 39.8 kcal/mol. For the HOMO energy, the calculation gives -8.96 eV. As for the LUMO energy: 1.06 eV. For the frontier orbital gap, the calculation gives 10.018 eV.

---

Record 8
ORCA calculation (ωB97M-V/def2-TZVPD) on the molecule C3H10N2 in a non-equilibrium geometry.

Cartesian coordinates (Å):
C: -1.181 1.169 0.613
C: -0.290 -0.020 0.290
N: -1.128 -1.123 -0.272
C: 0.931 0.270 -0.552
N: 1.906 -0.820 -0.582
H: -0.515 2.014 0.818
H: -1.756 0.896 1.498
H: -1.912 1.523 -0.115
H: 0.097 -0.496 1.201
H: -2.089 -1.091 0.011
H: -0.798 -2.014 0.081
H: 0.541 0.124 -1.584
H: 1.308 1.287 -0.407
H: 2.305 -1.039 0.319
H: 2.581 -0.680 -1.319

The value obtained for the electronic energy is -229.78601 Eh. The molecular weight comes out at 74.13 g mol⁻¹. Its SMILES is C[C@@H](N)CN. For the energy above the lowest of the compared OMol25 structures with the same formula, charge and spin, the calculation gives 14.6 kcal/mol. For the HOMO energy, the calculation gives -8.97 eV. As for the LUMO energy: 1.20 eV. For the frontier orbital gap, the calculation gives 10.172 eV.

---

Record 9
ORCA calculation (ωB97M-V/def2-TZVPD) on a cluster of 2 separate species, C3H10N2 in total in a non-equilibrium geometry.

Cartesian coordinates (Å):
C: -3.843 -3.174 0.774
N: -3.858 -2.593 1.896
H: -4.347 -4.124 0.586
H: -3.408 -2.712 -0.123
H: -3.930 -1.580 1.804
C: 2.789 1.906 0.366
N: 2.139 1.197 -0.722
C: 2.164 1.977 -1.968
H: 3.834 2.088 0.118
H: 2.403 2.927 0.549
H: 2.629 1.383 1.305
H: 1.173 0.989 -0.523
H: 1.186 2.393 -2.235
H: 2.385 1.302 -2.800
H: 2.896 2.780 -1.959

The value obtained for the electronic energy is -229.72940 Eh. The molecular weight comes out at 74.13 g mol⁻¹. Its SMILES is C=N.CNC. For the energy above the lowest of the compared OMol25 structures with the same formula, charge and spin, the calculation gives 50.1 kcal/mol. For the HOMO energy, the calculation gives -8.72 eV. As for the LUMO energy: 1.02 eV. For the frontier orbital gap, the calculation gives 9.739 eV.

---

Record 10
ORCA calculation (ωB97M-V/def2-TZVPD) on a cluster of 2 separate species, C3H10N2 in total in a non-equilibrium geometry.

Cartesian coordinates (Å):
C: 0.986 -1.243 -1.477
C: 0.666 -1.640 -0.208
N: 1.018 -1.093 1.033
H: 1.477 -0.308 -1.821
H: 0.579 -1.853 -2.291
H: 0.536 -2.763 -0.052
H: 0.363 -0.440 1.418
H: 1.893 -0.618 1.089
C: -1.369 1.497 -0.379
N: -1.017 1.871 0.962
H: -2.438 1.341 -0.509
H: -1.252 2.173 -1.129
H: -0.997 0.543 -0.680
H: -0.147 2.241 1.066
H: -1.720 2.551 1.329

The value obtained for the electronic energy is -229.73102 Eh. The molecular weight comes out at 74.13 g mol⁻¹. Its SMILES is C=CN.CN. For the energy above the lowest of the compared OMol25 structures with the same formula, charge and spin, the calculation gives 49.1 kcal/mol. For the HOMO energy, the calculation gives -9.06 eV. As for the LUMO energy: 1.10 eV. For the frontier orbital gap, the calculation gives 10.163 eV.

---

Record 11
ORCA calculation (ωB97M-V/def2-TZVPD) on a cluster of 2 separate species, C3H10N2 in total in a non-equilibrium geometry.

Cartesian coordinates (Å):
C: 2.826 2.283 -2.093
N: 3.443 1.258 -1.656
H: 3.097 2.901 -2.915
H: 1.871 2.492 -1.600
H: 3.668 0.620 -2.385
C: -2.259 -0.243 1.214
C: -0.817 -0.936 1.229
N: -0.953 -2.391 0.869
H: -2.888 0.309 0.417
H: -2.236 0.645 1.927
H: -2.831 -0.906 1.664
H: -0.328 -0.780 2.185
H: -0.300 -0.257 0.526
H: -1.881 -2.661 0.597
H: -0.411 -2.336 0.020

The value obtained for the electronic energy is -229.67815 Eh. The molecular weight comes out at 74.13 g mol⁻¹. Its SMILES is C=N.CCN. For the energy above the lowest of the compared OMol25 structures with the same formula, charge and spin, the calculation gives 82.3 kcal/mol. For the HOMO energy, the calculation gives -9.25 eV. As for the LUMO energy: 0.73 eV. For the frontier orbital gap, the calculation gives 9.980 eV.

---

Record 12
ORCA calculation (ωB97M-V/def2-TZVPD) on a cluster of 2 separate species, C3H10N2 in total in a non-equilibrium geometry.

Cartesian coordinates (Å):
C: 2.995 0.527 -2.867
C: 2.738 -0.053 -1.719
H: 3.757 0.253 -3.591
H: 2.410 1.325 -3.320
H: 3.391 -0.684 -1.121
H: 1.855 0.143 -1.114
N: -2.956 -0.655 2.007
C: -2.092 0.352 1.590
N: -0.730 0.012 1.206
H: -3.274 -1.259 1.264
H: -2.555 -1.166 2.775
H: -2.480 0.998 0.808
H: -2.014 1.082 2.404
H: -0.476 -0.931 1.471
H: -0.569 0.057 0.208

The value obtained for the electronic energy is -229.74921 Eh. The molecular weight comes out at 74.13 g mol⁻¹. Its SMILES is C=C.NCN. For the energy above the lowest of the compared OMol25 structures with the same formula, charge and spin, the calculation gives 37.7 kcal/mol. For the HOMO energy, the calculation gives -9.07 eV. As for the LUMO energy: 1.01 eV. For the frontier orbital gap, the calculation gives 10.083 eV.

---

Copy entry 11 word for word.
ORCA calculation (ωB97M-V/def2-TZVPD) on a cluster of 2 separate species, C3H10N2 in total in a non-equilibrium geometry.

Cartesian coordinates (Å):
C: 2.826 2.283 -2.093
N: 3.443 1.258 -1.656
H: 3.097 2.901 -2.915
H: 1.871 2.492 -1.600
H: 3.668 0.620 -2.385
C: -2.259 -0.243 1.214
C: -0.817 -0.936 1.229
N: -0.953 -2.391 0.869
H: -2.888 0.309 0.417
H: -2.236 0.645 1.927
H: -2.831 -0.906 1.664
H: -0.328 -0.780 2.185
H: -0.300 -0.257 0.526
H: -1.881 -2.661 0.597
H: -0.411 -2.336 0.020

The value obtained for the electronic energy is -229.67815 Eh. The molecular weight comes out at 74.13 g mol⁻¹. Its SMILES is C=N.CCN. For the energy above the lowest of the compared OMol25 structures with the same formula, charge and spin, the calculation gives 82.3 kcal/mol. For the HOMO energy, the calculation gives -9.25 eV. As for the LUMO energy: 0.73 eV. For the frontier orbital gap, the calculation gives 9.980 eV.